ORCA calculation (ωB97M-V/def2-TZVPD) on a cluster of 10 separate species, C36H72N4O28P4 in total.

Results
Electronic energy, Ha: -5106.316817
LUMO (spin up / spin down), eV: 0.02 / 0.03
Net charge: -1
<S²>: 0.77
Multiplicity: 2

Each atom is followed by the atoms it is bonded to, with distances in Å.
CARTESIAN COORDINATES (ANGSTROEM)
1 C 2.6308 -0.2761 -3.5666  C2 1.349, C7 1.410, H11 1.080
2 C 3.9739 -0.1519 -3.5547  C1 1.349, C3 1.533, O10 1.349
3 C 4.7784 1.1341 -3.3347  C2 1.533, O4 1.267, C5 1.516
4 O 6.0182 1.3779 -3.2416  C3 1.267
5 C 3.7485 2.1864 -2.9746  C3 1.516, C6 1.351, H12 1.080
6 C 2.4110 2.0646 -3.1213  C5 1.351, C7 1.484, O9 1.430
7 C 1.7336 0.8118 -3.5382  C1 1.410, C6 1.484, O8 1.254
8 O 0.5264 0.5593 -3.7653  C7 1.254
9 O 1.6132 3.2227 -2.8594  C6 1.430, H13 0.960
10 O 4.7450 -1.2517 -3.4279  C2 1.349, H14 0.960
11 H 2.2247 -1.2731 -3.4804  C1 1.080
12 H 4.1494 3.1716 -2.7872  C5 1.080
13 H 0.7390 3.2147 -3.2561  O9 0.960
14 H 5.6237 -0.9329 -3.2089  O10 0.960
15 C 4.7966 3.7470 0.7439  C16 1.321, C21 1.470, H25 1.080
16 C 3.5869 4.2049 0.4773  C15 1.321, C17 1.470, O24 1.319
17 C 2.3984 4.0119 1.3208  C16 1.470, O18 1.245, C19 1.378
18 O 1.1827 4.0797 1.0622  C17 1.245
19 C 2.6620 3.4500 2.5510  C17 1.378, C20 1.369, H26 1.080
20 C 3.8889 3.0007 2.9587  C19 1.369, C21 1.512, O23 1.380
21 C 5.0390 2.9840 1.9770  C15 1.470, C20 1.512, O22 1.196
22 O 6.1259 2.5401 2.2074  C21 1.196
23 O 4.1918 2.4684 4.1958  C20 1.380, H27 0.960
24 O 3.3432 4.6946 -0.7230  C16 1.319, H28 0.960
25 H 5.6207 3.8590 0.0550  C15 1.080
26 H 1.8639 3.3096 3.2650  C19 1.080
27 H 5.1235 2.2519 4.1142  O23 0.960
28 H 2.4039 4.6521 -0.9169  O24 0.960
29 C -1.5929 -0.2352 -7.8969  O30 1.191, N31 1.379, H34 1.101
30 O -0.6598 0.4946 -7.7772  C29 1.191
31 N -2.4220 -0.6486 -6.8748  C29 1.379, C32 1.464, C33 1.472
32 C -2.3540 -0.1607 -5.4963  N31 1.464, H35 1.090, H36 1.090, H37 1.090
33 C -3.6265 -1.4688 -7.0805  N31 1.472, H38 1.090, H39 1.090, H40 1.090
34 H -2.1049 -0.6379 -8.7846  C29 1.101
35 H -3.3682 0.2129 -5.3554  C32 1.090
36 H -1.7203 0.6937 -5.2584  C32 1.090
37 H -2.2731 -0.8582 -4.6626  C32 1.090
38 H -3.6500 -1.8634 -8.0963  C33 1.090
39 H -3.8197 -2.2981 -6.4000  C33 1.090
40 H -4.5605 -0.9069 -7.0896  C33 1.090
41 C -1.3352 4.3857 -2.9386  O42 1.231, N43 1.330, H46 1.101
42 O -0.4274 5.1780 -2.6863  C41 1.231
43 N -2.3627 4.2086 -2.1129  C41 1.330, C44 1.494, C45 1.467
44 C -3.6221 3.5671 -2.5956  N43 1.494, H47 1.090, H48 1.090, H49 1.090
45 C -2.5235 4.7292 -0.7511  N43 1.467, H50 1.090, H51 1.090, H52 1.090
46 H -1.4203 3.6295 -3.7342  C41 1.101
47 H -4.3666 4.3208 -2.8519  C44 1.090
48 H -4.0082 2.8502 -1.8711  C44 1.090
49 H -3.4414 2.9326 -3.4633  C44 1.090
50 H -1.5692 4.7421 -0.2245  C45 1.090
51 H -3.0228 5.6977 -0.7780  C45 1.090
52 H -3.1850 4.0500 -0.2133  C45 1.090
53 C -1.3432 -3.9292 -5.4783  O54 1.232, N55 1.334, H58 1.101
54 O -2.1778 -4.1149 -6.3652  C53 1.232
55 N -1.6298 -3.5440 -4.2337  C53 1.334, C56 1.484, C57 1.436
56 C -0.5496 -3.0172 -3.3633  N55 1.484, H59 1.090, H60 1.090, H61 1.090
57 C -2.9853 -3.4909 -3.7631  N55 1.436, H62 1.090, H63 1.090, H64 1.090
58 H -0.2559 -3.9805 -5.6438  C53 1.101
59 H 0.3795 -2.8362 -3.9038  C56 1.090
60 H -0.2790 -3.8440 -2.7066  C56 1.090
61 H -0.8047 -2.1145 -2.8082  C56 1.090
62 H -3.0245 -3.7955 -2.7172  C57 1.090
63 H -3.3345 -2.4605 -3.6953  C57 1.090
64 H -3.6468 -4.0419 -4.4315  C57 1.090
65 C 0.2026 -0.5769 -0.0145  O66 1.287, N67 1.365, H70 1.101
66 O -0.0942 -1.8283 0.0322  C65 1.287
67 N -0.6877 0.3543 -0.4659  C65 1.365, C68 1.523, C69 1.482
68 C -0.4021 1.8504 -0.4573  N67 1.523, H71 1.090, H72 1.090, H73 1.090
69 C -2.0017 -0.0001 -1.0530  N67 1.482, H74 1.090, H75 1.090, H76 1.090
70 H 1.1610 -0.0977 0.2386  C65 1.101
71 H 0.4494 2.0549 0.1917  C68 1.090
72 H -1.3182 2.4206 -0.3033  C68 1.090
73 H -0.0769 2.1659 -1.4487  C68 1.090
74 H -2.2206 -1.0386 -1.3012  C69 1.090
75 H -2.8105 0.4192 -0.4546  C69 1.090
76 H -2.0916 0.4812 -2.0268  C69 1.090
77 C 1.6791 1.4816 5.9050  O78 1.364, H85 1.090, H86 1.090, H87 1.090
78 O 0.7880 0.4723 6.1231  C77 1.364, P79 1.622
79 P -0.8191 0.6952 6.1208  O78 1.622, O80 1.461, O81 1.631, O83 1.672
80 O -1.5881 -0.5363 6.2809  P79 1.461
81 O -1.0708 1.5469 4.7534  P79 1.631, C82 1.406
82 C -0.6404 0.9144 3.5736  O81 1.406, H88 1.090, H89 1.090, H90 1.090
83 O -1.0535 1.8395 7.3176  P79 1.672, C84 1.404
84 C -2.2505 2.5730 7.3355  O83 1.404, H91 1.090, H92 1.090, H93 1.090
85 H 2.2800 1.8265 6.7465  C77 1.090
86 H 1.1928 2.3617 5.4842  C77 1.090
87 H 2.4396 1.2677 5.1540  C77 1.090
88 H -1.4977 0.5176 3.0297  C82 1.090
89 H 0.1317 0.1450 3.5645  C82 1.090
90 H -0.0839 1.6558 3.0002  C82 1.090
91 H -2.1883 3.6602 7.2879  C84 1.090
92 H -2.8090 2.4731 8.2663  C84 1.090
93 H -2.9062 2.1220 6.5907  C84 1.090
94 C 6.2714 0.1429 -0.2364  O95 1.355, H102 1.090, H103 1.090, H104 1.090
95 O 5.5993 -0.7944 0.4744  C94 1.355, P96 1.637
96 P 3.9832 -0.9978 0.3150  O95 1.637, O97 1.446, O98 1.676, O100 1.541
97 O 3.2882 -0.1010 -0.5812  P96 1.446
98 O 4.0719 -2.6045 -0.1545  P96 1.676, C99 1.375
99 C 2.9698 -3.4217 -0.2426  O98 1.375, H105 1.090, H106 1.090, H107 1.090
100 O 3.2907 -1.0236 1.6910  P96 1.541, C101 1.439
101 C 3.7707 -1.8141 2.7936  O100 1.439, H108 1.090, H109 1.090, H110 1.090
102 H 6.6127 -0.4591 -1.0786  C94 1.090
103 H 7.1035 0.6849 0.2131  C94 1.090
104 H 5.6487 0.9820 -0.5467  C94 1.090
105 H 2.6615 -3.5758 -1.2766  C99 1.090
106 H 2.0900 -3.0778 0.3012  C99 1.090
107 H 3.2960 -4.4126 0.0734  C99 1.090
108 H 4.7617 -2.2272 2.6059  C101 1.090
109 H 3.0742 -2.6514 2.8383  C101 1.090
110 H 3.6352 -1.1473 3.6452  C101 1.090
111 C -0.4566 -7.6165 3.5409  O112 1.424, H119 1.090, H120 1.090, H121 1.090
112 O -0.5097 -6.9892 2.2641  C111 1.424, P113 1.664
113 P 0.5764 -7.4649 1.0969  O112 1.664, O114 1.491, O115 1.647, O117 1.659
114 O 1.7312 -8.2412 1.6316  P113 1.491
115 O -0.3364 -8.2510 -0.0260  P113 1.647, C116 1.456
116 C -1.2670 -9.3166 0.3182  O115 1.456, H122 1.090, H123 1.090, H124 1.090
117 O 0.9803 -5.9974 0.4375  P113 1.659, C118 1.434
118 C 0.0630 -5.3706 -0.4697  O117 1.434, H125 1.090, H126 1.090, H127 1.090
119 H -0.2335 -6.9468 4.3714  C111 1.090
120 H 0.2964 -8.3959 3.6584  C111 1.090
121 H -1.4818 -7.9499 3.7018  C111 1.090
122 H -1.1522 -9.3989 1.3990  C116 1.090
123 H -1.0135 -10.2497 -0.1850  C116 1.090
124 H -2.3035 -9.0478 0.1148  C116 1.090
125 H -0.3263 -4.4106 -0.1307  C118 1.090
126 H -0.7314 -6.0905 -0.6667  C118 1.090
127 H 0.6842 -5.1828 -1.3455  C118 1.090
128 C -1.2091 4.9262 3.0336  O129 1.429, H136 1.090, H137 1.090, H138 1.090
129 O -1.7582 3.6186 2.8554  C128 1.429, P130 1.623
130 P -3.3638 3.4110 2.9739  O129 1.623, O131 1.490, O132 1.667, O134 1.637
131 O -4.2494 3.9065 1.8835  P130 1.490
132 O -3.5739 1.7649 3.1289  P130 1.667, C133 1.418
133 C -4.6816 1.1672 2.4767  O132 1.418, H139 1.090, H140 1.090, H141 1.090
134 O -3.7326 4.0327 4.4425  P130 1.637, C135 1.414
135 C -5.0995 3.9520 4.7967  O134 1.414, H142 1.090, H143 1.090, H144 1.090
136 H -0.8762 5.0701 4.0614  C128 1.090
137 H -1.9940 5.6428 2.7918  C128 1.090
138 H -0.4419 5.2381 2.3249  C128 1.090
139 H -4.5014 0.5047 1.6300  C133 1.090
140 H -5.4787 1.8958 2.3290  C133 1.090
141 H -5.2274 0.6082 3.2367  C133 1.090
142 H -5.7426 3.1859 4.3637  C135 1.090
143 H -5.5148 4.9573 4.7254  C135 1.090
144 H -4.9724 3.7593 5.8620  C135 1.090